Record 1
10
Properties=species:S:1:pos:R:3:nbo_charge:R:1 method="wB97M-V/def2-TZVPD" gap_ev="4.87 / 8.77" multiplicity=1
Br 1.306 0.866 1.945 -0.19
Br -0.815 1.936 -1.733 -0.03
Br 4.010 -2.028 0.156 -0.10
Cl 0.023 -1.117 -1.838 0.08
P 1.416 0.888 -0.244 0.60
C -1.249 -0.051 0.376 -0.67
C -0.262 0.158 -0.726 -0.39
H -1.176 0.663 1.055 0.23
H -2.388 -0.350 0.107 0.25
H -0.866 -0.965 0.902 0.24

=====

Record 2
9
Properties=species:S:1:pos:R:3:nbo_charge:R:1 method="wB97M-V/def2-TZVPD" smiles="C=C[Si](Br)(Br)Br" gap_ev=10.77 multiplicity=1
Br -0.715 -2.504 -0.884 -0.27
Br -2.786 -0.160 0.756 -0.30
Br -1.624 0.422 -2.488 -0.26
Si -0.971 -0.313 -0.537 1.11
C 1.570 0.208 0.586 -0.34
C 0.387 0.731 0.460 -0.61
H 1.921 -0.835 0.221 0.22
H 2.283 0.714 1.146 0.20
H -0.064 1.737 0.739 0.26

=====

Record 3
8
Properties=species:S:1:pos:R:3:nbo_charge:R:1 method="wB97M-V/def2-TZVPD" smiles=C[C@](F)(Cl)Br gap_ev=11.51 multiplicity=1
Br -1.851 -1.094 0.246 0.10
Cl -0.934 1.806 0.708 0.09
F -0.833 0.669 -1.636 -0.44
C 0.796 -0.221 0.157 -0.72
C -0.583 0.316 -0.047 0.19
H 0.984 -0.590 1.256 0.26
H 1.675 0.350 -0.263 0.26
H 0.745 -1.236 -0.421 0.25

=====

Record 4
9
Properties=species:S:1:pos:R:3:nbo_charge:R:1 method="wB97M-V/def2-TZVPD" gap_ev="9.28 / 6.81" multiplicity=1
Br 3.332 0.922 -0.054 0.09
S 0.041 1.316 0.064 0.12
F 2.471 -1.485 -0.928 -0.35
F 3.478 -1.525 1.034 -0.35
C -0.293 -0.239 0.597 -0.58
C 2.624 -0.753 0.238 0.54
H -0.574 -1.001 -0.088 0.20
H -0.785 1.133 -1.070 0.14
H -0.471 -0.424 1.614 0.20

=====

Record 5
8
Properties=species:S:1:pos:R:3:nbo_charge:R:1 method="wB97M-V/def2-TZVPD" smiles=F[C@H](Br)CI gap_ev=9.97 multiplicity=1
I -2.461 -0.396 0.268 0.05
Br 2.338 -0.277 0.286 -0.02
F 0.546 1.664 -0.168 -0.33
C -0.398 -0.474 -0.440 -0.54
C 0.516 0.458 0.381 0.15
H -0.227 -1.558 -0.346 0.26
H 0.080 0.550 1.365 0.19
H -0.393 0.033 -1.348 0.23

=====

Record 6
8
Properties=species:S:1:pos:R:3:nbo_charge:R:1 method="wB97M-V/def2-TZVPD" gap_ev="7.68 / 8.01" multiplicity=1
I -1.619 1.176 1.497 0.27
I 0.000 -1.926 1.784 0.19
Br -1.353 0.666 -2.011 0.02
C 0.927 -1.003 0.143 -0.56
C -0.558 1.113 -0.267 -0.56
H 0.633 -1.445 -0.850 0.22
H 1.967 -0.550 0.363 0.22
H 0.003 1.968 -0.657 0.20

=====

Record 7
8
Properties=species:S:1:pos:R:3:nbo_charge:R:1 method="wB97M-V/def2-TZVPD" smiles=Brc1c[nH][nH]1 gap_ev=8.89 multiplicity=1
Br 0.869 2.545 0.729 0.13
N 0.949 -0.286 -0.469 -0.43
N -0.288 -1.020 -0.392 -0.45
C 0.411 0.790 0.418 -0.14
C -0.828 -0.046 0.407 -0.07
H 0.955 0.031 -1.422 0.36
H -0.273 -2.005 -0.210 0.39
H -1.795 -0.009 0.940 0.21

=====

Record 8
10
Properties=species:S:1:pos:R:3:nbo_charge:R:1 method="wB97M-V/def2-TZVPD" smiles="[H]/N=C(/N)N(Br)C#N" gap_ev=9.01 multiplicity=1
Br -3.438 -0.939 -0.171 0.27
N 0.589 0.590 -0.150 -0.82
N -1.782 2.260 -1.657 -0.36
N -2.045 0.349 -0.106 -0.61
N -0.197 -1.350 0.621 -0.70
C -1.988 1.359 -0.975 0.38
C -0.438 -0.234 0.168 0.64
H 0.284 1.149 -0.944 0.40
H -0.935 -1.992 0.842 0.38
H 1.445 0.053 -0.292 0.42

=====

Record 9
12
Properties=species:S:1:pos:R:3:nbo_charge:R:1 method="wB97M-V/def2-TZVPD" gap_ev=9.13 multiplicity=1
Br 2.662 -0.180 -0.011 0.20
O -1.657 1.369 -0.787 -0.35
O -0.187 2.750 -0.036 -0.34
N -0.737 1.683 -0.081 0.52
N 0.880 -0.167 -0.533 -0.53
N -0.870 -1.455 0.449 -0.02
N -0.981 -0.432 1.089 -0.15
C 0.182 -1.415 -0.556 -0.20
C -0.169 0.629 0.782 0.15
H 0.420 1.038 1.596 0.25
H 0.801 -2.301 -0.397 0.23
H -0.344 -1.520 -1.515 0.24

=====

Record 10
7
Properties=species:S:1:pos:R:3:nbo_charge:R:1 method="wB97M-V/def2-TZVPD" smiles="O=CCBr" gap_ev=10.39 multiplicity=1
Br 1.326 1.098 -1.165 0.05
O -0.217 -1.270 1.473 -0.50
C -0.173 0.036 -0.785 -0.58
C -0.049 -0.217 0.957 0.45
H -1.064 0.627 -0.825 0.23
H -0.184 -0.966 -1.177 0.24
H 0.362 0.691 1.521 0.12

=====

Record 11
7
Properties=species:S:1:pos:R:3:nbo_charge:R:1 method="wB97M-V/def2-TZVPD" gap_ev=9.73 multiplicity=1
Br -2.111 -0.737 0.009 -0.09
O -0.914 1.903 -0.096 -0.50
C 0.887 -0.388 0.003 -0.54
C -0.793 0.750 -0.046 0.52
H 0.533 -1.143 -0.611 0.21
H 0.858 -0.641 1.084 0.22
H 1.540 0.256 -0.344 0.19

=====

Record 12
8
Properties=species:S:1:pos:R:3:nbo_charge:R:1 method="wB97M-V/def2-TZVPD" smiles="O=COCBr" gap_ev=11.36 multiplicity=1
Br 1.815 1.517 0.963 0.08
O -0.937 -0.168 -1.745 -0.59
O -0.563 0.048 0.488 -0.54
C 0.996 -0.113 0.474 -0.20
C -1.293 -0.029 -0.612 0.65
H -2.424 0.111 -0.404 0.12
H 1.175 -0.495 -0.545 0.24
H 1.231 -0.872 1.381 0.24

=====

ΔE to the lowest compared entry with this formula, charge and spin (kcal/mol)
81.0, 0.0, 21.9, 79.0, 2.5, 79.7, 33.1, 22.6, 17.7, 24.2, 42.7, 27.3